No. 1
Density functional theory data (wB97M-V/def2-TZVPD) for a cluster of 2 separate species, C4H12 in total in a non-equilibrium geometry.

```
16
Properties=species:S:1:pos:R:3:forces:R:3:nbo_charge:R:1
C 1.47782 -1.18141 -1.10954 -1.2 -0.2 2.0 -0.62
C 0.46372 -0.51375 -2.08414 3.1 -1.2 -0.8 -0.62
H 2.15497 -1.91899 -1.46557 0.1 -0.9 -0.9 0.21
H 2.13973 -0.47986 -0.70237 1.1 1.5 0.5 0.20
H 1.03542 -1.59174 -0.13504 0.1 0.3 -1.6 0.20
H 0.79377 -0.89855 -3.11380 -1.1 0.9 1.2 0.21
H 0.56351 0.57494 -2.02231 -0.3 -0.3 -0.2 0.21
H -0.46349 -0.88382 -1.76378 -1.7 -0.1 -0.3 0.21
C -1.56378 1.33470 1.74620 0.1 1.5 0.2 -0.62
C -0.45279 0.31577 1.37729 -1.0 0.5 0.2 -0.61
H -1.98558 1.28083 2.75814 0.6 -0.3 0.1 0.20
H -1.11710 2.37810 1.68068 -0.7 -1.1 -0.1 0.20
H -2.50729 1.32445 1.13687 1.2 -0.2 -0.1 0.21
H 0.50649 0.42735 1.91495 -0.8 -0.2 0.3 0.21
H -0.17829 0.52707 0.36509 0.1 -0.1 -0.8 0.20
H -0.86712 -0.69508 1.41734 0.5 0.0 0.1 0.20
```
Forces are in eV/Å.

lowest unoccupied orbital energy: 1.12 eV
highest occupied orbital energy: -11.672 eV
multiplicity: 1
relative energy (zero: lowest compared OMol25 entry of this formula, charge and spin): 0.762 eV
HOMO-LUMO gap: 12.791 eV
total charge: 0

=====

No. 2
Density functional theory data (wB97M-V/def2-TZVPD) for a cluster of 2 separate species, C5H14NO2 in total in a non-equilibrium geometry.

```
22
Properties=species:S:1:pos:R:3:forces:R:3:nbo_charge:R:1
C -0.52122 -0.74414 -0.58237 0.1 -1.9 -0.3 -0.13
O 0.33573 -1.86019 -0.83715 0.8 0.4 -1.0 -0.78
C -0.02348 -0.12095 0.69673 -1.9 1.4 2.0 -0.04
C -1.01694 0.90824 1.28359 -0.5 0.8 0.4 -0.48
C -1.35272 1.97778 0.26644 1.1 -0.1 -0.1 -0.20
C -0.61068 3.05662 0.00175 -1.3 -0.1 0.0 -0.36
N 0.01211 -1.25466 1.75920 -0.1 -0.2 -1.7 -0.69
H -0.72377 0.01561 -1.34020 0.9 -0.1 -0.3 0.23
H -1.46748 -1.31972 -0.58920 -0.3 1.0 1.1 0.21
H 1.09736 -1.62334 -1.45415 -0.7 0.0 0.9 0.51
H 0.94485 0.39296 0.65682 0.0 -0.7 -0.3 0.25
H -0.66143 1.36063 2.22873 0.3 -0.2 -0.5 0.23
H -1.95927 0.43377 1.57109 0.0 -0.3 -0.1 0.22
H -2.17182 1.71259 -0.38522 -0.1 0.1 -0.2 0.21
H 0.12274 3.46453 0.68307 0.3 -0.2 -0.1 0.21
H -0.90709 3.64211 -0.86829 0.3 0.1 0.3 0.22
H 0.71578 -1.90588 1.39913 0.1 -0.2 0.4 0.46
H 0.08748 -1.02368 2.74640 0.5 0.4 -0.1 0.44
H -0.88794 -1.72131 1.64017 0.0 -0.2 0.1 0.44
H 2.17642 -0.83659 -3.01410 0.3 0.0 0.3 0.50
H 3.10734 -1.64084 -2.07419 0.3 -0.1 -0.1 0.50
O 2.40345 -0.98848 -2.08086 -0.1 0.3 -0.6 -0.93
```
Forces are in eV/Å.

lowest unoccupied orbital energy: -3.07 eV
highest occupied orbital energy: -13.298 eV
multiplicity: 1
relative energy (zero: lowest compared OMol25 entry of this formula, charge and spin): 2.151 eV
HOMO-LUMO gap: 10.229 eV
total charge: +1

=====

No. 3
Density functional theory data (wB97M-V/def2-TZVPD) for the molecule C4H9NOS.

```
16
Properties=species:S:1:pos:R:3:forces:R:3:nbo_charge:R:1
C 0.47252 1.20508 1.04732 0.3 0.2 0.5 -0.22
N 0.04865 1.40324 -0.32229 0.1 -0.1 0.0 -0.63
C -1.24621 1.70822 -0.62601 0.1 0.0 0.2 0.53
O -1.80692 1.44204 -1.65741 0.0 0.1 -0.3 -0.58
C 0.20998 -0.20751 1.56310 -0.1 -0.4 -0.4 -0.43
C 1.12467 -1.25928 0.92338 -0.1 0.0 0.2 -0.52
S 0.48369 -1.91314 -0.65450 0.0 0.0 -0.1 -0.06
H -0.04280 1.93118 1.67999 0.0 0.0 -0.1 0.21
H 1.54061 1.43531 1.11523 -0.1 0.0 0.0 0.20
H 0.57050 0.89250 -1.02166 -0.2 0.0 -0.1 0.40
H -1.73511 2.28842 0.17875 0.0 -0.1 0.1 0.10
H -0.81937 -0.43949 1.29936 -0.2 -0.2 0.2 0.22
H 0.30857 -0.32279 2.64298 0.0 0.5 0.1 0.22
H 1.25358 -2.09617 1.60660 0.0 0.0 -0.1 0.23
H 2.10904 -0.82175 0.77623 0.2 -0.1 -0.2 0.21
H 0.49516 -3.21117 -0.33259 0.1 0.0 0.0 0.13
```
Forces are in eV/Å.

lowest unoccupied orbital energy: 0.69 eV
highest occupied orbital energy: -9.304 eV
multiplicity: 1
relative energy (zero: lowest compared OMol25 entry of this formula, charge and spin): 0.776 eV
HOMO-LUMO gap: 9.998 eV
total charge: 0